No. 1
105
Properties=species:S:1:pos:R:3:forces:R:3:lowdin_charge:R:1 method="wB97M-V/def2-TZVPD" smiles="CCCCCCCCCCC[Si@H](CSCC)N=C=S.ClC(Cl)Cl.ClC(Cl)Cl.ClC(Cl)Cl.ClC(Cl)Cl.ClC(Cl)Cl.ClC(Cl)Cl.ClC(Cl)Cl.ClC(Cl)Cl.ClC(Cl)Cl.ClC(Cl)Cl.ClC(Cl)Cl" homo_ev=-8.48 max_force_ha_per_bohr=0.183
C -4.959443 -0.600006 -2.844958 -1.525 0.129 -0.448 -0.180
C -5.611611 -1.972305 -2.218990 0.656 -0.854 -0.714 -0.249
C -4.495703 -2.890938 -1.393377 -1.266 -0.215 -0.246 -0.225
C -4.134183 -2.307976 0.095787 -0.303 -0.481 0.275 -0.237
C -2.532564 -2.191420 0.426855 0.126 -0.217 0.619 -0.225
C -2.234337 -1.133202 1.682477 -0.718 -0.424 -0.004 -0.193
C -1.584552 -1.874146 3.005645 -0.010 -0.175 0.228 -0.216
C -0.027480 -1.442535 3.315697 0.475 -0.660 1.282 -0.224
C 0.122817 -0.448494 4.652475 -1.428 0.479 -0.595 -0.215
C 1.176452 0.785929 4.420845 -0.622 0.113 0.275 -0.269
C 2.596292 0.650810 5.229250 -0.378 0.630 0.509 -0.294
Si 3.992346 1.687980 4.331737 0.221 -0.016 1.609 0.523
C 5.405481 2.246950 5.564095 0.959 -0.477 0.290 -0.578
S 6.213082 3.880056 5.014149 0.096 0.120 0.072 0.678
C 7.090143 3.669153 3.368391 0.615 -0.712 -0.697 -0.587
C 7.980728 4.979225 2.913540 0.063 -0.072 -0.324 -0.186
N 3.333572 3.252498 3.641437 1.320 -2.148 -9.079 -0.052
C 3.484588 3.112865 2.274654 -1.230 1.534 4.207 -0.718
S 3.546322 3.147485 0.574219 -0.069 -0.203 4.860 0.581
H -3.797363 -0.514654 -2.736951 -2.288 -0.135 0.066 0.046
H -5.550026 0.319782 -2.377849 1.699 -1.732 -0.905 0.084
H -5.211458 -0.572938 -4.007874 0.513 -0.069 2.797 0.013
H -5.960330 -2.637044 -3.143353 0.689 1.351 2.017 0.078
H -6.578167 -1.763517 -1.589992 1.991 -0.320 -0.998 0.101
H -3.580611 -3.025832 -2.111555 -1.667 0.316 1.713 0.035
H -5.007092 -3.958024 -1.260889 1.229 2.144 -0.309 0.109
H -4.735233 -1.299522 0.291064 1.561 -1.988 -0.584 0.088
H -4.587976 -3.083704 0.880518 1.139 1.857 -1.697 0.056
H -2.166066 -3.265306 0.786436 -0.876 2.329 -0.928 0.062
H -1.867536 -1.902051 -0.498465 -1.581 -0.529 1.683 0.056
H -3.303738 -0.720696 2.004079 2.531 -0.621 -0.774 0.034
H -1.551236 -0.236492 1.310921 -1.471 -1.894 0.890 0.091
H -2.270351 -1.644721 3.955358 1.593 -0.385 -1.970 0.102
H -1.613310 -3.061985 2.894404 -0.046 2.606 0.011 0.103
H 0.525267 -0.957675 2.385242 -1.483 -1.078 2.068 0.039
H 0.539411 -2.443149 3.630388 -0.987 2.117 -1.032 0.107
H 0.297784 -1.065320 5.644895 -0.031 1.252 -2.107 0.119
H -0.952656 0.052558 4.783813 2.625 -1.211 -0.203 0.010
H 0.636024 1.776690 4.798658 1.314 -2.013 -0.839 0.114
H 1.327481 0.928550 3.254705 -0.186 -0.347 2.351 0.096
H 2.969425 -0.444610 5.403975 -0.824 1.945 -0.492 0.089
H 2.474595 1.150076 6.298677 0.163 -1.150 -2.089 0.091
H 4.692610 0.897298 3.290019 -0.243 0.054 -0.139 0.000
H 5.003702 2.436016 6.660306 0.968 -0.220 -2.269 0.062
H 6.292771 1.465474 5.604248 -1.979 1.353 0.092 0.057
H 6.291404 3.423088 2.547067 1.668 0.447 1.509 0.028
H 7.846341 2.776208 3.499575 -1.610 1.681 -0.433 0.061
H 7.338966 5.962287 2.755342 1.309 -2.337 0.368 0.033
H 8.493587 4.699250 1.875097 -1.188 0.573 2.296 0.036
H 8.849724 5.210728 3.677013 -1.907 -0.524 -1.432 0.088
Cl -4.190807 -2.735086 -6.691895 0.030 -0.758 -0.023 0.504
C -3.438410 -3.851077 -5.539457 -0.122 -0.118 -0.117 -1.504
Cl -2.446248 -2.962743 -4.370628 0.121 -0.083 -0.243 0.547
Cl -4.673106 -4.810171 -4.705608 0.195 0.069 -0.109 0.539
H -2.789173 -4.533054 -6.094279 -0.237 0.285 0.268 -0.073
Cl 2.309329 -1.574586 0.700327 0.168 -0.124 -0.344 0.547
C 1.488980 -2.689093 -0.406265 0.036 -0.179 0.026 -1.474
Cl 0.387927 -3.753046 0.485572 0.441 0.064 -0.158 0.588
Cl 0.610326 -1.790925 -1.655625 0.213 -0.082 0.104 0.528
H 2.245503 -3.308169 -0.894987 -0.257 0.233 0.171 0.020
Cl -1.950033 -7.471521 -5.972845 -0.538 0.273 -0.088 0.497
C -2.569954 -7.255857 -7.618699 -0.073 -0.188 0.092 -1.511
Cl -4.328625 -7.469225 -7.653884 0.263 0.016 -0.044 0.533
Cl -2.124123 -5.660326 -8.247310 0.043 -0.190 -0.101 0.557
H -2.117835 -8.017064 -8.259466 -0.139 0.260 0.199 0.013
Cl 5.055053 8.041929 6.550493 0.027 -0.082 -0.221 0.514
C 5.314378 7.766633 4.819421 -0.057 -0.083 0.016 -1.534
Cl 4.351318 8.901474 3.857997 0.088 -0.144 0.076 0.515
Cl 7.033707 7.913275 4.416880 -0.243 0.158 0.185 0.537
H 4.990054 6.750820 4.579904 0.137 0.252 0.103 -0.009
Cl 0.796018 3.152820 -3.454295 0.066 -0.150 0.047 0.552
C 0.305922 1.839699 -2.370244 -0.039 -0.167 0.175 -1.513
Cl -0.407902 2.492425 -0.885627 0.131 -0.090 -0.292 0.499
Cl -0.834103 0.754197 -3.183672 0.084 0.222 -0.001 0.501
H 1.195823 1.265313 -2.100825 -0.277 0.178 -0.083 0.004
Cl -1.044542 7.303190 -4.591471 -0.001 -0.153 0.108 0.518
C -1.534638 5.990068 -3.507420 0.055 -0.026 0.040 -1.552
Cl -2.248462 6.642795 -2.022803 0.118 -0.121 -0.165 0.520
Cl -2.674663 4.904567 -4.320849 0.148 0.072 0.140 0.499
H -0.644737 5.415682 -3.238002 -0.350 0.202 -0.077 -0.048
Cl -2.854850 1.412027 4.420716 -0.262 0.386 -0.131 0.573
C -2.760354 2.891838 3.450728 -0.056 0.128 -0.007 -1.497
Cl -1.642244 2.675433 2.093273 -0.092 0.038 0.292 0.508
Cl -4.367173 3.355664 2.865378 0.221 -0.049 0.090 0.530
H -2.379752 3.695958 4.085523 -0.126 -0.290 -0.217 0.022
Cl 9.546774 3.446976 -0.347864 -0.152 -0.120 -0.093 0.537
C 8.160592 2.363995 -0.560696 -0.063 -0.035 -0.035 -1.515
Cl 8.525822 1.115218 -1.763546 -0.076 0.177 0.108 0.521
Cl 7.705159 1.625464 0.984227 0.080 -0.025 -0.429 0.555
H 7.314980 2.954106 -0.922831 0.281 -0.199 0.141 0.019
Cl -5.761499 -0.628453 2.782960 -0.331 -0.030 0.203 0.547
C -7.237169 -1.601279 2.657847 -0.020 -0.004 0.049 -1.501
Cl -8.428880 -0.793642 1.624774 0.130 -0.098 0.147 0.521
Cl -6.865844 -3.217317 2.033210 -0.315 0.123 0.231 0.552
H -7.664755 -1.708502 3.657900 0.152 0.036 -0.360 0.018
Cl -4.283738 1.477598 -7.978402 0.077 0.024 0.148 0.528
C -3.786203 1.596896 -6.281972 0.189 -0.012 0.134 -1.496
Cl -5.011988 2.455322 -5.333160 0.145 -0.060 -0.090 0.520
Cl -3.491277 -0.013974 -5.605398 0.425 0.995 -0.455 0.492
H -2.854182 2.165773 -6.235647 -0.316 -0.155 -0.018 0.010
Cl 2.473257 -8.466370 -4.507530 -0.076 -0.147 -0.166 0.519
C 1.652908 -9.580877 -5.614122 0.078 -0.086 -0.028 -1.526
Cl 0.551855 -10.644830 -4.722285 0.141 0.110 -0.131 0.519
Cl 0.774254 -8.682710 -6.863481 0.598 -0.291 -0.031 0.493
H 2.409431 -10.199952 -6.102844 -0.267 0.219 0.187 0.018

***

No. 2
17
Properties=species:S:1:pos:R:3:forces:R:3:lowdin_charge:R:1 method="wB97M-V/def2-TZVPD" de_lowest_ev=6.345 homo_ev=-8.71 max_force_ha_per_bohr=0.120
C -0.994789 -1.113745 -0.043958 -1.609 -3.356 2.170 -0.077
C -0.421902 0.248922 -0.123907 -1.497 4.020 -0.644 -0.481
C 1.177716 -0.197582 -1.292412 1.407 1.901 -3.944 -0.093
C 1.033682 0.539617 0.075057 -0.398 -3.128 -5.296 -0.382
C 0.283237 0.668204 2.034095 -3.065 1.047 -3.342 -0.093
C -0.765015 1.131592 1.221561 -1.072 -1.850 1.428 0.048
H -0.624917 -1.911520 -0.790210 -0.360 1.450 1.305 0.096
H -2.106783 -1.058052 -0.230954 1.023 0.242 0.047 0.093
H -0.981029 -1.577357 1.075648 0.337 0.997 -2.641 0.135
H -0.792856 0.129737 -2.468794 1.018 0.943 3.019 0.135
H 2.040309 0.048365 -2.154434 -2.005 -0.052 2.553 0.143
H 1.140947 -1.280664 -1.359898 -0.487 0.051 0.488 0.068
H 1.357338 1.538089 -0.258531 -0.360 0.146 1.555 0.169
H 0.496302 0.748301 3.054033 0.087 0.106 1.313 0.103
H -1.813652 1.490192 1.611566 2.442 -0.559 -0.749 0.124
N -0.240672 0.612661 -1.626782 1.547 -2.328 -0.621 0.029
O 1.212083 -0.016760 1.277921 2.991 0.371 3.360 -0.017

***

No. 3
12
Properties=species:S:1:pos:R:3:forces:R:3:lowdin_charge:R:1 method="wB97M-V/def2-TZVPD" de_lowest_ev=6.398 homo_ev="-8.79 / -8.32" max_force_ha_per_bohr=0.071
C -1.368542 -1.550896 0.091365 2.389 1.108 -0.920 -0.169
C -0.795005 -2.029847 -0.997764 1.935 2.044 0.534 -0.180
C 0.289054 0.008475 0.061671 -1.121 0.264 0.557 -0.189
C 0.881694 2.697586 0.887053 -2.053 0.390 -0.469 -0.504
N -0.688949 -0.414800 0.689064 0.248 0.128 -0.337 -0.004
O 2.007431 -1.498998 -1.261837 1.140 -1.044 -0.148 -0.534
S 0.702170 -0.946094 -1.551287 -2.391 0.222 0.865 0.920
Cl -0.235272 3.110635 2.072788 -0.144 0.125 -0.285 0.590
H -2.225967 -1.953217 0.506835 -1.563 -0.372 1.036 0.083
H -1.204436 -2.740606 -1.610560 -0.640 -1.800 -1.434 0.036
H 0.947117 3.121923 -0.074151 -0.662 0.766 -0.803 0.005
H 1.690705 2.195840 1.186823 2.862 -1.832 1.403 -0.053